A single C21H22Br3N3O2S molecule, computed with the ωB97M-V functional and the def2-TZVPD basis.

Structure (XYZ):
```
52
Properties=species:S:1:pos:R:3:forces:R:3
C -0.2216 3.8991 -2.7483 -0.204 -1.199 0.322
C 0.7547 2.9636 -3.5244 0.834 0.683 0.493
C 1.8693 2.3181 -2.6321 -1.522 -0.071 -0.405
Br 2.6798 3.8325 -1.6241 0.216 -0.323 -0.293
C 1.3242 1.2601 -1.6683 0.522 -0.309 0.812
C -0.0133 0.9742 -1.5970 0.022 0.068 -0.240
C -0.5484 0.0153 -0.6870 -0.315 0.404 -0.367
N -1.9070 -0.1624 -0.6758 0.576 -0.660 0.749
C -2.3351 -1.0322 0.2086 -0.836 -0.063 -0.304
C -3.8570 -1.2328 0.2939 0.082 -0.068 0.454
C -4.2948 -2.7124 0.1288 0.270 0.287 -0.834
C -4.4135 -0.5231 1.5903 -0.375 -0.457 -0.507
C -4.9530 -1.4618 2.6882 0.056 0.586 0.722
C -1.4135 -1.7298 1.0819 -0.394 -0.945 0.192
N -1.9971 -2.6518 2.0456 1.380 0.710 0.086
C -1.5315 -2.4437 3.1609 -1.143 0.576 0.555
S -1.2516 -1.9120 4.6079 0.265 -0.648 -0.477
N -0.1116 -1.6174 1.0940 -1.519 0.873 -1.019
C 0.2915 -0.6917 0.1748 1.880 0.298 -0.239
C 1.7009 -0.4143 0.0858 0.263 -0.886 0.206
C 2.6247 -1.1873 1.0036 -1.207 1.417 -0.338
Br 3.3422 -2.8294 0.3328 -0.266 0.614 0.266
C 2.8809 -0.7057 2.2182 1.159 -1.412 0.435
C 3.8341 -1.4687 3.1354 0.097 0.532 0.445
Br 2.1030 0.9154 2.8765 0.239 -0.591 -0.309
C 2.2076 0.5210 -0.7706 0.203 0.609 -0.675
C 3.7057 0.8083 -0.7993 0.301 -0.152 -0.395
C 4.2995 0.5087 -2.2016 -0.040 -0.385 -0.033
O 4.0168 -0.4869 -2.8123 0.139 0.588 0.249
O 5.2021 1.3967 -2.7184 -0.594 -0.181 0.741
H 0.0625 4.9565 -2.7734 -0.116 -0.349 -0.208
H -0.2204 3.5757 -1.6926 -0.139 0.386 -0.340
H -1.2490 3.7317 -3.1149 0.382 0.425 0.057
H 1.2888 3.6008 -4.2508 -0.262 -0.577 -0.023
H 0.2594 2.1256 -4.0367 0.036 0.440 0.004
H 2.5918 1.8769 -3.3325 0.194 0.348 0.579
H -0.7218 1.4832 -2.2525 0.113 -0.304 0.357
H -4.2884 -0.6884 -0.5621 0.520 -0.150 0.226
H -4.0929 -3.3470 0.9974 -0.259 0.258 -0.221
H -3.7372 -3.1303 -0.7321 -0.193 0.070 0.399
H -5.3525 -2.7360 -0.1848 0.319 -0.117 0.473
H -5.2541 0.1190 1.2682 0.367 -0.195 0.168
H -3.6383 0.1651 1.9661 -0.293 -0.304 0.116
H -5.8496 -2.0291 2.3993 0.333 0.227 -0.172
H -5.2487 -0.8217 3.5419 0.037 -0.339 -0.302
H -4.2170 -2.1726 3.0871 -0.162 0.230 -0.293
H 4.7088 -1.8028 2.5559 -0.411 -0.018 0.166
H 3.3430 -2.3447 3.5908 0.117 0.274 -0.295
H 4.2284 -0.8561 3.9611 -0.333 -0.049 -0.335
H 3.9105 1.8370 -0.4696 -0.101 -0.332 -0.175
H 4.2637 0.1485 -0.1130 -0.364 0.158 -0.259
H 5.2249 2.1596 -2.1205 0.126 0.024 -0.217
```
Forces are in eV/Å.

Its total energy is -9248.39840 Eh. The lowest unoccupied orbital energy is -0.0196 hartree. Its SMILES is CC[C@@H](Br)c1cc2nc([C@@H](C)CC)c(N=C=S)nc2c(/C(Br)=C(/C)Br)c1CC(=O)O. As for the frontier orbital gap: 8.58 eV.

natural (NBO) population analysis, charges in e, atoms 1 to 2: -0.634, -0.428


A 2-piece molecular cluster, C21H22F3 overall, computed with the ωB97M-V functional and the def2-TZVPD basis.

Structure (XYZ):
```
46
Properties=species:S:1:pos:R:3:forces:R:3
C 1.2750 -2.0660 -0.7187 -0.120 0.387 0.034
C 1.4952 -0.6281 -0.2085 0.032 0.391 -0.080
H 0.4727 -0.1257 -0.0418 1.314 -0.570 -0.246
C 2.3018 0.1525 -1.2490 -0.568 -0.135 0.186
C 1.8076 1.0009 -2.1481 0.064 -0.170 0.375
C 2.6295 1.6996 -3.1942 0.064 0.211 -0.378
C 2.2810 -0.6987 1.1018 -0.192 0.689 -0.200
C 3.0078 0.3067 1.6058 -0.393 -0.576 -0.202
C 3.7450 0.2316 2.9111 0.224 0.160 0.312
H 2.2470 -2.5426 -0.8798 -0.142 -0.004 -0.009
H 0.7223 -2.6505 0.0207 0.011 -0.074 -0.039
H 0.7291 -2.0626 -1.6646 0.030 -0.065 0.048
H 3.3734 -0.0807 -1.2363 -0.309 0.087 -0.117
H 0.7319 1.2308 -2.1475 0.345 -0.143 0.126
H 1.9419 2.1649 -3.9137 0.396 -0.047 0.024
H 3.2613 2.4995 -2.7681 -0.291 -0.315 -0.140
H 3.2922 1.0071 -3.7452 -0.320 0.296 0.294
H 2.2540 -1.6699 1.5983 -0.032 0.211 0.176
H 3.0819 1.2587 1.0677 -0.145 -0.353 0.027
H 4.1104 1.2355 3.1559 0.016 -0.304 0.179
H 3.0872 -0.1066 3.7279 0.251 0.102 -0.265
H 4.6161 -0.4450 2.8820 -0.335 0.247 -0.085
F -2.5476 -3.2368 2.9140 0.260 1.827 0.021
C -2.2524 -1.8906 2.8801 -0.370 -1.240 -0.831
C -1.8851 -1.2660 4.0651 0.051 0.376 -0.235
C -1.5892 0.0927 3.9799 0.348 0.578 1.052
F -1.2214 0.7473 5.1325 -0.588 -0.777 -1.505
C -1.6181 0.7952 2.7878 0.342 -0.217 -0.341
C -1.8867 0.1138 1.5571 -0.166 -0.245 1.009
C -1.7610 0.8956 0.3724 -2.184 0.116 -0.112
C -2.1620 0.6407 -0.9759 -0.079 0.384 -0.346
C -2.1480 1.7601 -1.8712 0.392 -0.272 0.314
C -2.3826 1.6078 -3.2269 -0.100 0.092 -0.238
C -2.7138 0.3572 -3.7600 0.156 0.136 0.578
C -2.8315 -0.7109 -2.8712 -0.212 -1.301 0.143
F -3.1574 -1.9484 -3.3771 0.278 1.542 0.654
C -2.6049 -0.6001 -1.5053 0.241 -0.213 -0.431
C -2.3079 -1.2447 1.6473 0.452 -0.006 0.336
H -1.8433 -1.8096 5.0053 0.008 0.121 -0.161
H -1.4162 1.8622 2.7784 0.188 -0.183 0.106
H -1.6158 1.9597 0.5845 0.601 -0.329 -0.187
H -1.9303 2.7454 -1.4644 0.141 -0.177 -0.147
H -2.2906 2.4655 -3.8966 -0.127 -0.263 0.279
H -2.8851 0.2045 -4.8221 0.036 0.015 0.187
H -2.7514 -1.4682 -0.8697 0.181 0.172 -0.596
H -2.6621 -1.7839 0.7803 0.250 -0.163 0.431
```
Forces are in eV/Å.

Its total energy is -1112.65251 Eh. The lowest unoccupied orbital energy is -0.2452 hartree. As for the frontier orbital gap: 4.77 eV. The charge is +1. The energy above the lowest of the compared OMol25 structures with the same formula, charge and spin comes out at 24.3 kcal/mol.

natural (NBO) population analysis, charges in e, atoms 1 to 2: -0.603, -0.255


A single C21H22F3N3O molecule, computed with the ωB97M-V functional and the def2-TZVPD basis.

Structure (XYZ):
```
50
Properties=species:S:1:pos:R:3:forces:R:3
C 0.5991 -4.2608 -0.9418 0.052 -0.138 0.248
C 0.4943 -2.7047 -1.1062 1.394 -1.649 -0.765
C 0.7708 -2.5013 -2.6056 1.066 1.277 4.508
O 1.9285 -2.2418 -2.7310 2.030 0.080 -2.563
C -0.3182 -2.3237 -3.5523 0.586 -2.670 -1.563
C 0.3278 -2.2506 -4.9253 -1.122 0.403 -1.157
C -0.6890 -1.8313 -5.9621 -1.429 -1.313 -2.220
C -1.5985 -0.6482 -5.6629 1.320 0.492 -0.033
C -2.0814 -0.6452 -4.2455 0.456 -1.826 1.447
C -1.0196 -1.0698 -3.1677 -0.844 0.851 1.485
N -1.5744 -1.3343 -1.7479 -0.177 1.337 -2.590
C -0.7752 -2.1163 -0.7366 -5.545 -0.019 0.214
C -0.7725 -1.2790 0.4506 1.735 0.648 1.684
C -0.0151 -0.0920 0.3922 -0.661 0.930 1.683
C 0.2103 0.6839 1.5318 -0.225 -2.288 0.312
C -0.0634 0.1043 2.7851 -1.671 -0.651 -0.040
C 0.3449 0.6539 4.1514 -0.626 -2.412 -1.699
C 1.2967 1.6101 4.2537 -0.829 0.003 -0.811
C 1.8956 1.9837 5.3639 0.605 -1.474 5.076
C 1.6603 1.1203 6.5195 -1.805 0.113 -3.132
C 2.2098 1.4930 7.8513 0.448 -1.235 2.176
F 1.4116 2.4270 8.5160 1.751 -1.054 -1.328
F 3.4999 1.9654 7.6413 -1.900 -0.231 1.084
F 2.2620 0.4011 8.7497 0.289 2.157 -1.840
N 0.8332 0.0599 6.3854 -0.322 1.274 0.914
C 0.0865 -0.1049 5.2652 1.127 -0.294 1.340
N -0.7788 -1.0400 2.8328 -0.864 -0.570 -0.951
C -1.2190 -1.7152 1.7029 1.142 1.727 1.370
H 1.6328 -4.5079 -0.5589 -1.149 -0.032 -0.898
H -0.1289 -4.6856 -0.2357 0.214 0.372 0.098
H 0.3229 -4.7444 -1.9140 0.707 0.119 0.728
H 1.3264 -2.2652 -0.5035 -0.605 -0.118 -0.894
H -0.9410 -3.2411 -3.4564 -0.235 0.666 -0.154
H 0.8522 -3.1354 -5.3314 -0.274 0.186 0.853
H 1.0329 -1.4533 -4.9044 0.967 0.548 0.247
H -1.3553 -2.7094 -6.2796 0.849 0.883 0.624
H -0.1739 -1.5515 -6.8894 0.127 -0.347 0.052
H -0.9694 0.2930 -5.8636 -1.204 -1.044 0.192
H -2.5174 -0.6885 -6.2705 0.699 0.346 -0.254
H -2.9682 -1.2572 -4.1101 0.044 -0.745 -0.079
H -2.4882 0.2941 -4.1266 -0.517 2.432 1.104
H -0.2030 -0.3119 -3.1444 -0.497 0.037 0.015
H -2.1068 -0.4954 -1.3956 1.245 -1.464 -0.225
H -1.4740 -2.9419 -0.4456 0.393 0.164 -0.399
H 0.3746 0.3602 -0.4993 -0.078 -0.416 -0.720
H 0.7427 1.5738 1.4347 0.706 1.445 -0.071
H 1.5704 2.0806 3.4059 0.821 1.694 -2.860
H 2.5737 2.7951 5.4353 0.505 0.570 -0.056
H -0.6211 -0.9356 5.2503 0.327 0.289 0.045
H -1.9031 -2.5937 1.8608 0.974 0.948 -0.199
```
Forces are in eV/Å.

Its total energy is -1352.43692 Eh. The lowest unoccupied orbital energy is -0.0096 hartree. Its SMILES is C[C@H]1C(=O)[C@@H]2CCCC[C@H]2N[C@@H]1c1ccc(-c2ccc(C(F)(F)F)nc2)nc1. As for the frontier orbital gap: 8.48 eV. The energy above the lowest of the compared OMol25 structures with the same formula, charge and spin comes out at 0.0 kcal/mol.

natural (NBO) population analysis, charges in e, atoms 1 to 2: -0.595, -0.329